(1)
Entry from the Open Molecules 2025 dataset: C25H45BCuFN4O6S3 as an isolated structure at a distorted geometry (ωB97M-V/def2-TZVPD).

Values from the calculation:
DFT total energy in Eh: -4608.8361
HOMO-LUMO gap in eV: 1.63
HOMO level in eV: -5.42

The geometry in ORCA input format:
```
! RIJCOSX wB97M-V def2-TZVPD def2/J DEFGRID3
* xyz 0 1
Cu 0.3404 -2.4741 -0.1087
B -1.0099 -3.8871 0.8411
H -5.4093 -2.6947 -1.0680
H 0.0919 6.5381 1.2071
H 0.1638 6.2517 -1.7641
H -2.7960 -3.6384 7.5199
C 4.6303 -0.7431 -0.1051
S 3.0566 -0.9003 0.7127
O 2.5304 -2.2245 0.1459
C 3.7878 -1.3021 2.3770
H 4.7505 -1.7192 -0.5335
H 5.4345 -0.4915 0.5621
H 4.4367 -0.1157 -0.9261
H 4.1907 -0.4789 2.8720
H 4.5285 -2.1296 2.3062
H 2.9456 -1.6059 2.9807
C 0.3368 1.6984 0.6731
S 0.4344 1.0933 2.3763
O 0.4294 -0.4209 2.1340
C 2.0640 1.7339 2.7154
H -0.4806 1.0803 0.2917
H 1.2622 1.5034 0.0872
H 0.0311 2.7561 0.6481
H 1.8007 2.7958 2.8311
H 2.5947 1.7113 1.8092
H 2.4188 1.2883 3.6565
C 1.1788 0.3925 -3.8345
S 1.6705 -0.7519 -2.5019
O 0.4083 -1.3578 -1.8657
C 2.3679 -2.0470 -3.4378
H 1.7928 0.3085 -4.6932
H 1.0629 1.3848 -3.4766
H 0.1644 0.0096 -4.0550
H 3.2254 -1.7280 -4.0314
H 1.5417 -2.3956 -4.0750
H 2.6267 -2.8706 -2.7241
C -3.3541 3.1414 -2.3661
C -3.2717 4.6740 -2.9399
O -1.9222 4.9420 -3.1366
C -1.1615 3.9878 -2.5989
O 0.0095 4.0123 -2.4738
O -1.8685 2.9251 -2.1228
F -3.7946 5.5685 -2.0796
H -3.7594 2.3964 -3.0655
H -3.9038 3.1100 -1.4164
H -3.7786 4.8355 -3.9077
N -2.7206 -1.8492 -2.9471
C -2.2902 -2.0053 -4.1760
C -2.9931 -1.1439 -4.9756
C -3.8301 -0.4136 -4.1350
C -3.7092 -0.9344 -2.8854
H -2.4014 -2.4017 -2.1632
H -1.5170 -2.7433 -4.3696
H -2.8228 -0.9867 -6.0165
H -4.4264 0.4527 -4.4757
H -4.0888 -0.7151 -1.9398
N -1.0706 0.1309 5.1281
C -0.3064 1.0904 5.6762
C 0.8164 0.4439 6.1304
C 0.7217 -0.9704 5.8075
C -0.4696 -1.1432 5.1511
H -1.8814 0.3346 4.5646
H -0.7217 2.0823 5.7938
H 1.7074 0.8267 6.6454
H 1.5386 -1.7028 6.0692
H -0.9485 -2.0087 4.6797
N -3.4191 2.7192 4.5268
C -2.5823 3.8116 4.2201
C -2.2623 3.7776 2.9217
C -2.8248 2.5332 2.3847
C -3.5442 1.9930 3.4033
H -3.8003 2.4631 5.4020
H -2.1442 4.3518 5.0016
H -1.6581 4.4204 2.3095
H -2.7945 2.1722 1.4189
H -4.2334 1.2008 3.2957
N 2.0007 -5.0745 -1.8860
C 3.2838 -4.7914 -1.4753
C 4.0620 -4.8229 -2.6193
C 3.2145 -5.1286 -3.7118
C 1.9640 -5.2695 -3.2332
H 1.2066 -5.0927 -1.2726
H 3.5170 -4.5944 -0.4442
H 5.1350 -4.6020 -2.6857
H 3.4417 -5.0794 -4.7572
H 1.0531 -5.4927 -3.8006
*
```

Results of the Löwdin charge analysis, in e, for atoms 1 through 8:
1. Cu 0.1367
2. B 0.1516
3. H -0.1475
4. H -0.0004
5. H 0.1980
6. H -0.2464
7. C -0.2307
8. S 0.8665

---

(2)
Entry from the Open Molecules 2025 dataset: C25H45ClP2Ru as an isolated structure at a distorted geometry (ωB97M-V/def2-TZVPD).

Values from the calculation:
DFT total energy in Eh: -2216.6349
HOMO-LUMO gap (spin up / spin down) in eV: 6.79 / 5.98
HOMO level (spin up / spin down) in eV: -12.72 / -14.40

The geometry in ORCA input format:
```
! RIJCOSX wB97M-V def2-TZVPD def2/J DEFGRID3
* xyz 2 5
Ru -0.0274 0.9514 0.6755
C -0.2024 3.0062 0.0511
C -1.4389 2.7610 -0.7194
C -2.0473 3.1315 1.4766
C -0.6550 3.3347 1.4151
C -2.5240 2.8029 0.1700
C 1.0736 3.5159 -0.5058
H 1.2267 3.1897 -1.5386
H 1.9241 3.1801 0.1011
H 1.0776 4.6137 -0.4999
C 0.1602 4.0617 2.4092
H 1.2240 3.8434 2.2949
H -0.1416 3.8244 3.4352
H 0.0299 5.1461 2.2706
C -2.9104 3.4056 2.6493
H -3.4215 4.3746 2.5309
H -2.3262 3.4415 3.5769
H -3.6902 2.6397 2.7778
C -3.9598 2.7590 -0.1924
H -4.4072 3.7616 -0.1368
H -4.5337 2.1168 0.4862
H -4.0979 2.3896 -1.2126
C -1.5373 2.7258 -2.1924
H -1.9823 3.6612 -2.5650
H -2.1771 1.9014 -2.5389
H -0.5520 2.6245 -2.6530
C 2.9474 -3.0057 -0.7145
C 3.1030 -2.0691 -1.6736
C 2.8268 -2.3317 -3.1171
C 1.4951 -3.0732 -3.4036
C 0.3530 -2.7636 -2.4837
C 0.0174 -3.5339 -1.4315
C 0.8874 -4.6300 -0.8619
C 2.4259 -4.3965 -0.9366
H 3.6553 -2.9291 -3.5390
H 1.6913 -4.1549 -3.3965
H 2.8333 -1.3828 -3.6728
H 2.8086 -4.7987 -1.8866
H 3.3321 -2.8349 0.2980
H 3.6750 -1.1587 -1.4816
H 2.8688 -5.0152 -0.1372
H 0.6188 -4.7788 0.1979
H -1.0051 -3.4937 -1.0386
H 0.6634 -5.5894 -1.3594
H 1.1908 -2.8190 -4.4317
H -0.3103 -1.9652 -2.8254
P 1.6476 -0.3949 0.3733
P -1.6124 -0.6259 1.0418
C 0.8696 -1.9636 0.9026
C -0.6045 -2.1125 1.3609
H 1.5441 -2.4283 1.6302
H 0.9553 -2.4925 -0.0455
H -1.0852 -2.9558 0.8419
H -0.6370 -2.3311 2.4359
C -2.7493 -0.4675 2.4115
H -3.3071 0.4717 2.3421
H -2.2096 -0.4853 3.3637
H -3.4523 -1.3067 2.3710
C -2.5664 -0.7943 -0.4701
H -2.8122 -1.8458 -0.6437
H -1.9999 -0.4049 -1.3236
H -3.4808 -0.1972 -0.3744
C 3.2926 -0.0901 0.9556
H 3.5400 0.9703 0.8188
H 4.0278 -0.6995 0.4211
H 3.3411 -0.2967 2.0285
C 1.3565 0.0683 -1.3894
H 0.5565 0.8309 -1.5111
H 1.0263 -0.8158 -1.9444
H 2.2674 0.4944 -1.8216
Cl 0.9038 -0.5062 3.6330
C 0.3626 0.9483 2.7376
H -0.5084 1.3190 3.2926
H 1.1719 1.6719 2.8913
*
```

Results of the Löwdin charge analysis, in e, for atoms 1 through 8:
1. Ru 0.8652
2. C -0.3788
3. C -0.2033
4. C -0.1931
5. C -0.2298
6. C -0.2078
7. C -0.0414
8. H 0.0797

---

(3)
Entry from the Open Molecules 2025 dataset: C25H45CoNP2S as an isolated structure at a distorted geometry (ωB97M-V/def2-TZVPD).

Values from the calculation:
DFT total energy in Eh: -3497.5347
HOMO-LUMO gap (spin up / spin down) in eV: 7.91 / 4.27
HOMO level (spin up / spin down) in eV: -10.18 / -10.25

The geometry in ORCA input format:
```
! RIJCOSX wB97M-V def2-TZVPD def2/J DEFGRID3
* xyz 1 5
Co -0.1494 -0.7065 -1.7686
C -2.1041 1.6414 0.8746
C -2.5585 0.7461 -0.1325
C -2.2769 -0.4428 1.8134
C -1.9817 0.9200 2.0873
C -2.6473 -0.5497 0.4456
C -1.8975 3.0901 0.6891
H -1.4989 3.3108 -0.3113
H -1.1757 3.4769 1.4208
H -2.8351 3.6627 0.7937
C -1.7335 1.4986 3.4304
H -1.3676 2.5281 3.3490
H -0.9956 0.9102 3.9880
H -2.6502 1.5295 4.0412
C -2.2910 -1.5388 2.7915
H -3.3179 -1.7271 3.1417
H -1.6719 -1.3193 3.6700
H -1.9179 -2.4632 2.3262
C -3.2086 -1.7387 -0.2366
H -4.3053 -1.6783 -0.3066
H -2.9537 -2.6550 0.2946
H -2.8258 -1.8432 -1.2617
C -3.0958 1.1594 -1.4422
H -4.1077 1.5803 -1.2957
H -3.1675 0.3069 -2.1288
H -2.4823 1.9301 -1.9317
C 1.4322 0.3221 -2.0203
C 0.2472 1.1194 -2.2276
C -0.2047 1.4765 -3.6249
C -1.0590 0.3338 -4.2619
C -1.0246 -0.9576 -3.4643
C 0.1738 -1.7419 -3.3344
C 1.5060 -1.3446 -3.9566
C 2.2427 -0.2169 -3.1841
H 0.6531 1.7459 -4.2721
H -0.7573 0.1675 -5.3074
H -0.8221 2.3909 -3.5649
H 2.5680 0.5816 -3.8676
H 2.0067 0.4875 -1.1007
H -0.0528 1.8284 -1.4408
H 3.1797 -0.6267 -2.7737
H 2.1355 -2.2503 -3.9279
H 0.0680 -2.8237 -3.1556
H 1.3863 -1.1222 -5.0289
H -2.1090 0.6691 -4.3065
H -1.9903 -1.4902 -3.4316
P 1.9837 1.9742 1.5502
C 1.7909 2.9742 3.0739
H 2.6549 3.6375 3.2002
H 1.7028 2.2889 3.9288
H 0.8706 3.5705 2.9978
C 3.7709 1.5562 1.5160
H 4.3529 2.4837 1.5529
H 3.9800 1.0285 0.5751
H 4.0272 0.9006 2.3537
C 2.0405 3.3139 0.3011
H 2.1196 2.8719 -0.7021
H 2.9126 3.9506 0.4911
H 1.1227 3.9107 0.3442
P 0.7617 -2.3921 0.6509
C -0.1071 -3.7681 -0.2191
H 0.6112 -4.5286 -0.5471
H -0.6496 -3.3706 -1.0877
H -0.8461 -4.2179 0.4544
C 2.4270 -2.5816 -0.1095
H 2.3504 -2.4483 -1.1949
H 2.8625 -3.5620 0.1247
H 3.0700 -1.7881 0.2935
C 1.1567 -3.3497 2.2003
H 1.2768 -4.4195 1.9594
H 0.3326 -3.2159 2.9108
H 2.0673 -2.9608 2.6802
S 1.9019 -0.4695 3.7087
C 0.9188 -0.6947 4.9949
N 0.1749 -0.8710 5.9080
*
```

Results of the Löwdin charge analysis, in e, for atoms 1 through 8:
1. Co 0.3348
2. C -0.1294
3. C -0.1405
4. C -0.1371
5. C -0.1132
6. C -0.1365
7. C 0.0005
8. H 0.0875